1.
DFT (the ωB97M-V functional and the def2-TZVPD basis) results for a structure of composition C32H41F9N3O33S2.

```
120
Properties=species:S:1:pos:R:3:forces:R:3:mulliken_charge:R:1
C -0.411 -4.283 2.478 0.2 0.6 -0.1 -1.4860
C 0.062 -3.330 1.366 -0.2 -0.6 0.9 0.6234
O -0.316 -1.996 1.723 0.1 0.1 -0.2 -0.3812
C 1.574 -3.491 1.198 -0.3 -0.3 -0.7 -1.3065
N 2.188 -3.037 -0.026 0.0 0.6 0.4 -0.0385
C 2.020 -1.614 -0.331 -0.3 -0.4 -0.6 -0.2684
C 3.228 -1.060 -1.068 0.3 -0.3 0.5 -0.8978
O 3.171 -1.251 -2.490 0.1 0.3 0.5 -0.2204
S 2.262 -0.201 -3.287 0.2 -0.2 -0.5 1.0636
O 0.962 -0.784 -3.433 -0.4 -0.4 -0.2 -0.6361
O 2.298 1.058 -2.605 0.2 0.3 0.5 -0.7412
N 3.148 -0.211 -4.609 -0.6 0.2 0.0 -0.1082
S 2.494 0.516 -5.869 1.0 0.3 -0.1 0.9989
N 2.106 -0.700 -6.946 -0.2 -0.2 0.3 -0.7240
O 1.310 1.270 -5.602 -0.9 0.0 0.1 -0.5878
O 3.546 1.252 -6.521 0.6 0.0 -0.4 -0.7782
H -0.548 -5.295 2.109 -0.1 -0.1 0.0 0.4002
H 0.327 -4.285 3.282 0.1 -0.1 0.1 0.3205
H -1.331 -3.884 2.898 -0.2 -0.2 0.0 0.2795
H -0.476 -3.609 0.461 0.1 0.4 -0.3 0.3542
H 0.410 -1.648 2.254 -0.1 0.1 0.0 0.2913
H 2.059 -3.028 2.067 0.1 0.1 0.0 0.4082
H 1.768 -4.562 1.264 0.1 -0.1 0.1 0.3294
H 1.913 -3.626 -0.800 0.1 0.0 -0.1 0.2734
H 1.134 -1.450 -0.950 -0.1 0.2 0.1 0.2710
H 1.862 -1.051 0.584 0.2 0.0 0.2 0.2485
H 3.405 -0.021 -0.803 -0.1 0.2 -0.3 0.3995
H 4.094 -1.630 -0.740 0.1 -0.1 -0.1 0.3183
H 2.944 -1.276 -6.994 0.0 0.0 -0.2 0.2963
H 1.407 -1.279 -6.479 -0.1 0.1 -0.1 0.3460
C -1.637 3.134 -5.904 0.3 0.0 0.0 -0.1190
C -2.525 2.128 -6.599 -0.1 0.1 0.2 0.3598
O -3.647 2.917 -6.968 0.2 0.0 -0.3 -0.3492
C -3.215 4.201 -7.120 0.0 0.1 0.1 0.6330
O -3.837 5.059 -7.654 -0.1 0.0 0.0 -0.5200
O -1.985 4.350 -6.587 -0.1 -0.1 0.0 -0.3092
F -2.938 1.137 -5.776 -0.1 0.0 0.0 -0.2684
H -1.890 3.225 -4.848 -0.1 -0.1 0.0 0.2305
H -0.577 2.912 -6.005 0.0 0.1 -0.1 0.0880
H -2.089 1.684 -7.494 0.0 -0.1 0.0 0.2780
C -4.554 -0.726 2.394 -0.1 0.1 -0.1 0.0920
C -3.448 -1.317 3.234 -0.1 0.1 0.0 0.7839
O -3.896 -2.650 3.434 0.2 0.0 -0.2 -0.3648
C -4.671 -2.980 2.366 -0.1 0.0 0.0 0.5743
O -5.001 -4.091 2.097 0.0 -0.1 0.0 -0.5584
O -5.008 -1.885 1.664 0.1 0.0 0.1 -0.3839
F -3.336 -0.704 4.447 0.0 0.0 0.0 -0.3112
H -5.364 -0.345 3.016 0.1 -0.1 0.0 -0.0261
H -4.211 0.050 1.722 0.0 -0.2 -0.2 0.3096
H -2.472 -1.332 2.750 0.1 0.0 0.1 -0.0057
C 6.723 0.568 -5.088 -0.2 0.1 -0.2 -0.1448
C 6.353 -0.229 -3.862 -0.1 -0.1 0.0 0.5780
O 7.375 0.133 -2.938 -0.1 0.2 0.0 -0.3652
C 7.801 1.380 -3.275 0.0 0.0 -0.1 0.6183
O 8.468 2.075 -2.581 0.1 0.0 0.0 -0.5462
O 7.358 1.718 -4.506 0.0 -0.1 0.1 -0.3386
F 6.415 -1.565 -4.077 0.1 0.0 0.0 -0.3007
H 7.447 0.032 -5.705 0.0 -0.1 0.1 0.2307
H 5.860 0.853 -5.688 0.0 0.2 0.1 0.0612
H 5.376 0.028 -3.453 0.0 -0.2 0.0 0.1394
C 6.923 -4.838 0.890 0.2 -0.1 0.0 -0.4588
C 5.977 -4.426 1.997 0.0 0.2 -0.2 0.2957
O 4.768 -4.218 1.303 0.0 -0.3 0.1 -0.2006
C 4.779 -5.018 0.194 0.1 0.2 -0.1 0.6168
O 3.841 -5.273 -0.473 0.0 -0.3 0.0 -0.4383
O 6.039 -5.485 -0.026 0.0 0.1 0.1 -0.3769
F 6.355 -3.270 2.596 0.0 0.0 0.0 -0.2860
H 7.373 -3.966 0.413 -0.1 0.1 0.1 0.2713
H 7.704 -5.519 1.216 -0.1 -0.1 -0.1 0.2755
H 5.824 -5.185 2.767 0.1 0.1 0.1 0.2727
C -1.086 2.545 3.831 0.1 -0.1 0.0 -0.5244
C -1.967 3.037 4.957 0.2 0.3 -0.2 0.5040
O -3.197 3.289 4.296 0.0 -0.3 0.0 -0.3000
C -3.259 2.450 3.227 0.1 0.0 0.0 0.6034
O -4.243 2.201 2.614 -0.1 0.2 0.0 -0.5522
O -2.044 1.915 2.971 0.0 0.1 0.1 -0.2705
F -1.509 4.194 5.488 -0.1 0.1 -0.1 -0.3143
H -0.612 3.375 3.306 0.0 0.1 0.1 0.2952
H -0.329 1.838 4.153 -0.1 -0.1 -0.1 0.2670
H -2.127 2.313 5.754 0.0 0.1 0.1 0.3121
C 3.735 4.446 -7.054 -0.1 -0.3 0.1 0.0197
C 4.278 5.428 -6.042 0.1 0.1 -0.2 0.3495
O 3.953 6.681 -6.624 -0.2 0.0 0.2 -0.3495
C 2.849 6.497 -7.405 0.0 0.0 -0.1 0.6613
O 2.180 7.376 -7.836 0.0 0.0 0.0 -0.5251
O 2.629 5.181 -7.606 0.1 0.0 0.1 -0.3140
F 5.624 5.344 -5.904 0.0 0.0 0.0 -0.2895
H 4.464 4.245 -7.840 0.1 0.1 0.0 0.1849
H 3.411 3.506 -6.616 -0.2 0.0 -0.1 -0.0365
H 3.818 5.361 -5.056 0.1 0.0 0.1 0.3061
C -7.612 2.623 6.855 -0.2 0.0 0.1 -0.4543
C -6.727 3.378 5.885 0.1 -0.1 0.1 0.2691
O -6.049 2.330 5.224 -0.2 0.0 -0.1 -0.0951
C -6.849 1.232 5.251 0.1 -0.1 0.1 0.5170
O -6.695 0.265 4.587 -0.1 0.0 0.1 -0.4829
O -7.851 1.402 6.151 0.0 0.1 0.0 -0.3716
F -5.830 4.165 6.522 0.1 0.0 0.0 -0.2550
H -7.082 2.411 7.784 0.1 0.1 0.0 0.2776
H -8.548 3.128 7.076 -0.1 -0.1 -0.1 0.2793
H -7.264 3.977 5.147 0.1 0.1 0.0 0.2402
C -0.592 3.108 10.164 0.0 -0.1 0.2 -0.4457
C -1.810 2.876 9.295 0.0 0.3 -0.1 0.2791
O -1.299 3.107 7.995 0.0 -0.4 0.3 -0.2182
C 0.031 2.798 8.019 0.1 0.1 -0.1 0.6049
O 0.696 2.626 7.056 0.0 0.0 0.0 -0.4636
O 0.470 2.705 9.296 -0.1 0.0 0.0 -0.3519
F -2.797 3.765 9.552 0.0 0.0 0.0 -0.2838
H -0.484 4.164 10.414 -0.1 0.0 -0.1 0.2848
H -0.588 2.514 11.074 0.1 -0.1 -0.1 0.2757
H -2.221 1.866 9.347 -0.1 0.0 0.0 0.2883
C -5.377 -5.138 -1.178 -0.1 0.0 0.1 -0.1973
C -4.523 -4.469 -2.234 0.1 -0.1 0.2 0.3078
O -3.816 -5.568 -2.787 -0.2 0.0 -0.2 -0.2918
C -4.588 -6.678 -2.631 0.0 -0.1 0.1 0.6228
O -4.415 -7.707 -3.192 0.0 0.0 0.0 -0.5184
O -5.586 -6.438 -1.749 0.0 0.1 0.0 -0.3356
F -3.644 -3.593 -1.703 0.1 0.0 0.0 -0.2042
H -4.840 -5.231 -0.234 0.1 0.1 0.0 0.1818
H -6.325 -4.638 -1.001 -0.1 -0.1 -0.1 0.2574
H -5.082 -3.971 -3.027 0.1 0.1 0.0 0.1720
```
Forces are in eV/Å.

Properties
Charge: -1
Kohn-Sham gap (hartree): 0.2834
2S+1: 1
Energy (a.u.): -5586.5543
LUMO (eV): 1.157


2.
DFT (the ωB97M-V functional and the def2-TZVPD basis) results for a structure of composition C32H41IrN12O2Se.

```
89
Properties=species:S:1:pos:R:3:forces:R:3:lowdin_spin:R:1
Ir -0.974 -1.589 -1.418 0.4 -0.2 0.3 2.7030
C 6.175 1.825 -3.182 0.0 0.0 0.0 0.0005
C 4.695 2.190 -3.311 0.0 0.0 0.0 0.0005
C 4.462 3.502 -2.549 0.0 0.0 0.0 0.0002
C 4.398 2.419 -4.800 0.0 0.0 0.0 0.0001
C 3.774 1.104 -2.753 -0.1 0.1 0.0 0.0084
C 2.395 1.253 -2.847 0.0 0.1 -0.1 0.0205
C 1.527 0.310 -2.325 -0.1 0.0 0.0 0.0454
Se -0.357 0.481 -2.524 0.0 0.2 -0.2 0.4090
C -3.073 0.915 0.452 0.0 0.0 0.0 0.0127
C -3.560 2.024 1.134 0.0 -0.1 0.1 -0.0020
C -3.317 2.186 2.488 0.0 0.0 0.0 0.0103
C -2.579 1.180 3.124 -0.1 0.0 0.0 -0.0006
C -2.071 0.066 2.476 0.1 0.0 0.0 0.0134
C -2.281 -0.063 1.078 0.3 0.0 -0.1 0.0184
O -1.764 -1.067 0.422 -0.3 0.1 0.2 0.2040
C -1.257 -1.002 3.212 0.0 0.0 0.0 0.0010
C 0.185 -1.022 2.679 0.0 0.0 0.0 0.0000
C -1.192 -0.727 4.718 0.0 0.0 0.0 0.0000
C -1.898 -2.389 3.033 0.0 0.0 0.0 0.0016
C -3.762 3.450 3.224 0.0 0.0 0.0 0.0013
C -3.882 3.216 4.734 0.0 0.0 0.0 0.0002
C -5.128 3.932 2.721 0.0 0.0 0.0 0.0003
C -2.726 4.557 2.983 0.0 0.0 0.0 0.0008
C 2.011 -0.839 -1.663 -0.1 -0.1 0.2 0.0248
O 1.195 -1.709 -1.128 0.0 0.0 -0.2 0.1997
C 3.418 -1.023 -1.585 0.0 0.0 0.0 0.0118
C 4.249 -0.047 -2.123 0.0 -0.1 0.0 0.0169
C 3.977 -2.287 -0.923 0.0 0.0 0.0 0.0003
C 3.487 -3.529 -1.686 0.0 0.0 0.0 0.0005
C 5.508 -2.302 -0.935 0.0 0.0 0.0 -0.0001
C 3.521 -2.385 0.542 0.0 0.0 0.0 0.0012
H 6.787 2.627 -3.604 0.0 0.0 0.0 0.0000
H 6.407 0.902 -3.719 0.0 0.0 0.0 0.0001
H 6.467 1.692 -2.138 0.0 0.0 0.0 0.0001
H 5.123 4.293 -2.920 0.0 0.0 0.0 0.0000
H 4.651 3.361 -1.482 0.0 0.0 0.0 0.0000
H 3.430 3.839 -2.659 0.0 0.0 0.0 0.0000
H 5.047 3.203 -5.207 0.0 0.0 0.0 0.0000
H 3.362 2.722 -4.957 0.0 0.0 0.0 0.0000
H 4.565 1.502 -5.368 0.0 0.0 0.0 0.0000
H 1.966 2.121 -3.339 0.0 0.0 0.0 0.0026
H -4.134 2.748 0.569 0.0 0.0 0.0 -0.0003
H -2.394 1.275 4.184 0.0 0.0 0.0 -0.0001
H 0.657 -0.044 2.820 0.0 0.0 0.0 0.0001
H 0.223 -1.274 1.622 0.0 0.0 0.0 -0.0005
H 0.772 -1.766 3.226 0.0 0.0 0.0 0.0001
H -0.663 0.204 4.944 0.0 0.0 0.0 0.0000
H -0.646 -1.541 5.199 0.0 0.0 0.0 0.0000
H -2.188 -0.678 5.168 0.0 0.0 0.0 0.0000
H -1.938 -2.682 1.987 0.0 0.0 0.0 0.0002
H -2.915 -2.392 3.438 0.0 0.0 0.0 0.0000
H -1.313 -3.136 3.576 0.0 0.0 0.0 0.0001
H -4.548 2.378 4.952 0.0 0.0 0.0 0.0000
H -4.287 4.112 5.214 0.0 0.0 0.0 0.0000
H -2.914 3.009 5.193 0.0 0.0 0.0 0.0000
H -5.881 3.147 2.821 0.0 0.0 0.0 0.0000
H -5.095 4.235 1.674 0.0 0.0 0.0 0.0000
H -5.455 4.800 3.301 0.0 0.0 0.0 0.0000
H -1.741 4.241 3.334 0.0 0.0 0.0 0.0000
H -3.005 5.476 3.510 0.0 0.0 0.0 0.0002
H -2.643 4.780 1.917 0.0 0.0 0.0 0.0000
H 5.318 -0.191 -2.052 0.0 0.0 0.0 0.0012
H 3.789 -3.474 -2.736 0.0 0.0 0.0 0.0000
H 2.404 -3.618 -1.622 0.0 0.0 0.0 0.0000
H 3.925 -4.433 -1.248 0.0 0.0 0.0 0.0000
H 5.909 -2.287 -1.952 0.0 0.0 0.0 0.0000
H 5.857 -3.219 -0.451 0.0 0.0 0.0 0.0000
H 5.929 -1.454 -0.386 0.0 0.0 0.0 0.0000
H 2.441 -2.496 0.603 0.0 0.0 0.0 0.0003
H 3.824 -1.491 1.097 0.0 0.0 0.0 0.0000
H 3.986 -3.256 1.016 0.0 0.0 0.0 0.0000
N -3.172 -4.373 -1.153 0.0 0.0 0.0 0.0094
C -3.564 -3.357 -1.991 0.1 0.1 0.0 0.0197
N -4.774 -3.297 -2.519 0.0 0.0 0.0 0.0049
N -4.764 -2.149 -3.235 0.0 0.0 0.0 0.0194
N -3.629 -1.561 -3.143 0.1 0.0 0.0 0.0017
N -2.815 -2.310 -2.348 -0.1 0.0 -0.1 0.1118
C -1.898 -4.605 -0.677 0.0 0.0 0.0 0.0105
N -1.572 -5.716 -0.042 0.1 0.0 0.0 0.0025
N -0.264 -5.543 0.261 -0.1 0.0 0.0 0.0140
N 0.159 -4.407 -0.165 -0.1 0.0 0.0 0.0041
N -0.869 -3.763 -0.777 -0.1 0.0 -0.2 0.0873
H -3.832 -5.119 -1.028 0.0 0.0 0.0 0.0003
N -7.043 1.360 -3.529 0.1 0.0 0.0 0.0002
C -5.966 1.420 -3.114 0.0 0.1 0.1 0.0003
N -4.735 1.663 -2.688 0.0 0.0 -0.1 0.0013
C -4.126 1.136 -1.738 0.2 0.1 0.0 0.0021
N -3.373 0.755 -0.909 -0.2 -0.1 0.0 0.0024
```
Forces are in eV/Å.

Properties
Energy relative to the best compared isomer or geometry (same formula, charge and spin) (kcal per mole): 0.0
Charge: -2
Kohn-Sham gap (alpha / beta) (hartree): 0.1910 / 0.2284
2S+1: 5
Energy (a.u.): -4557.2978
LUMO (alpha / beta) (eV): 3.841 / 3.629


Question: Number 1 is which compound?
Answer: C32H41F9N3O33S2


Question: Which formula does entry 2 have?
Answer: C32H41IrN12O2Se


Question: Among the records above, which one has the highest energy?
Answer: C32H41IrN12O2Se